1.
8
Properties=species:S:1:pos:R:3 method="wB97M-V/def2-TZVPD" smiles="N#CC(=O)C(Cl)Cl" spin_multiplicity=1 e_homo_ev=-11.762
N 0.24720 -1.05320 -2.94004
C -0.03215 -1.29665 -1.85616
C -0.02098 -1.63172 -0.28944
O -0.48172 -2.69092 -0.01075
C 0.52869 -0.44541 0.54095
Cl -0.70099 -0.28950 1.93121
Cl 2.18005 -0.84770 1.00693
H 0.68613 0.50367 0.20085

=====

2.
51
Properties=species:S:1:pos:R:3 method="wB97M-V/def2-TZVPD" total_charge=-1 s_squared=0.753 spin_multiplicity=2 e_homo_ev="-0.060 / -5.408"
Cl 4.57284 -2.90695 3.16358
C 4.00525 -1.26135 3.11682
C 3.48389 -0.96394 1.72200
Cl 4.61801 -1.03497 0.43846
H 4.91008 -0.73033 3.41244
H 3.28642 -1.10672 3.92147
H 3.12034 0.06033 1.63948
H 2.64058 -1.59798 1.44830
C -1.35200 -0.49226 0.92189
N -0.14939 0.47683 0.90474
O 0.62258 0.31963 0.06508
O 0.07723 1.10358 1.87523
H -0.80709 -1.41078 1.13981
H -1.87717 -0.51187 -0.03305
H -2.05853 -0.35609 1.74065
C 1.26120 2.81593 4.65766
O 1.96659 3.65313 3.70957
C 2.48004 4.82774 4.13996
O 2.28866 5.21064 5.27501
O 3.33715 5.41242 3.22180
C 4.34297 6.29237 3.62045
H 0.70068 1.97246 4.25460
H 0.44986 3.38765 5.10818
H 1.89081 2.57771 5.51496
H 3.88671 7.23818 3.91263
H 4.97422 6.34833 2.73360
H 4.99776 5.89785 4.39744
C -0.11568 0.58854 -3.23330
O -1.40982 0.64490 -3.83888
C -2.45661 1.05034 -3.05223
O -2.46200 1.36827 -1.90015
O -3.55898 1.21038 -3.97270
C -4.80650 1.55045 -3.46252
H -0.15009 -0.13717 -2.42073
H 0.27929 1.54052 -2.87857
H 0.65596 0.18602 -3.88953
H -5.51120 1.12901 -4.17938
H -4.90527 2.63106 -3.56561
H -5.07356 1.15217 -2.48366
C -4.17033 -5.65986 -4.42773
O -3.44982 -5.63251 -3.22589
C -2.34235 -4.75879 -3.16883
O -1.92265 -4.01063 -4.02302
O -1.72209 -4.94780 -1.98826
C -0.56755 -4.14952 -1.55296
H -4.59832 -4.66665 -4.56359
H -4.93711 -6.42773 -4.53021
H -3.52759 -5.93176 -5.26502
H 0.22350 -4.83629 -1.25181
H -0.90544 -3.52856 -0.72330
H -0.23545 -3.58618 -2.42500

=====

3.
93
Properties=species:S:1:pos:R:3 method="wB97M-V/def2-TZVPD" total_charge=+1 s_squared=3.804 spin_multiplicity=4 e_homo_ev="-9.129 / -9.139"
Re 12.09419 10.48343 15.26516
C 14.58752 16.93688 26.86996
O 15.43925 15.90180 26.35452
C 15.27133 15.47350 25.06634
C 14.21516 15.91723 24.22586
C 14.04508 15.37747 22.98982
C 14.99570 14.45363 22.48386
C 16.13149 14.09340 23.25094
C 16.26178 14.59693 24.54689
C 14.60718 13.77146 21.28344
N 13.42186 13.93261 20.68624
C 13.41694 13.20479 19.54517
C 14.64581 12.50608 19.42926
N 15.40830 12.89554 20.50625
C 14.93634 11.70151 18.30482
C 16.14604 11.05049 18.04709
C 16.24782 10.24119 16.93817
C 15.18955 10.16497 16.04059
N 14.06076 10.85808 16.20656
C 13.91206 11.59885 17.31497
C 12.67221 12.32484 17.39584
N 11.66483 12.08267 16.50625
C 10.55501 12.82442 16.56871
C 10.29508 13.68475 17.60904
C 11.22488 13.81970 18.61192
C 12.43224 13.15008 18.51638
H 14.75079 16.93914 27.95659
H 13.53317 16.69899 26.72428
H 14.87659 17.91401 26.45966
H 13.50078 16.62794 24.67522
H 13.15560 15.57751 22.34306
H 16.87162 13.39445 22.83738
H 17.10383 14.31148 25.18575
H 16.29384 12.51067 20.79208
H 17.02641 11.23548 18.68258
H 17.17623 9.71965 16.72073
H 15.22368 9.52123 15.18976
H 9.82825 12.75878 15.75784
H 9.36019 14.26151 17.59312
H 11.03186 14.47609 19.49671
C 13.88054 6.00962 18.59784
C 13.02456 6.87297 19.28289
C 12.43035 7.96642 18.68876
C 12.72973 8.20642 17.34238
C 13.61503 7.39412 16.60835
C 14.21423 6.32809 17.25668
N 11.81979 8.98814 16.64286
N 10.54806 8.76760 17.01412
C 9.64311 9.39300 16.25384
C 8.28284 8.95093 16.32819
C 7.35235 9.42364 15.43643
C 7.75536 10.26375 14.38288
C 9.10619 10.61973 14.27349
C 10.12034 10.20817 15.18498
H 14.31550 5.21135 19.12742
H 12.87162 6.69121 20.35446
H 11.67776 8.57121 19.21297
H 13.77811 7.57574 15.55288
H 14.95859 5.71950 16.76776
H 8.07327 8.26534 17.15398
H 6.30848 9.06351 15.48774
H 6.99978 10.59259 13.63731
H 9.40178 11.21032 13.38885
O 12.51974 13.26451 12.06585
C 12.27116 12.19440 12.58706
O 12.51807 11.91265 13.91534
C 11.64934 11.06962 11.75336
C 11.31234 11.36252 10.42167
C 10.56664 10.46095 9.69180
C 10.13779 9.26640 10.21894
C 10.56623 8.90421 11.49027
C 11.50418 9.72017 12.18779
S 12.34307 8.91731 13.50612
H 11.59329 12.32592 9.96039
H 10.24721 10.71454 8.68044
H 9.54496 8.58073 9.59967
H 10.17596 8.00748 12.01545
C 16.80351 13.04867 10.70945
N 17.30076 11.64117 10.71565
C 18.27308 11.04374 9.90806
C 18.36169 9.75966 10.19258
N 17.41954 9.49459 11.20096
C 17.18784 8.20295 11.87358
C 16.75760 10.65081 11.51712
Se 15.41341 10.74192 12.72728
H 17.01620 13.50844 9.73610
H 17.30204 13.57564 11.55510
H 15.69997 13.05340 10.86031
H 18.88796 11.67880 9.26983
H 18.85554 8.97887 9.62627
H 17.41648 7.35333 11.21746
H 16.11807 8.19702 12.16600
H 17.78020 8.09127 12.80573

=====

4.
86
Properties=species:S:1:pos:R:3 method="wB97M-V/def2-TZVPD" smiles="COc1ccc(C(=C[C@H](c2ccccc2)C(c2ccccc2)(S(=O)(=O)c2ccccc2)S(=O)(=O)c2ccccc2)c2ccc(OC)cc2)cc1" spin_multiplicity=1 e_homo_ev=-7.411
C 6.27365 -1.92093 3.28935
O 5.06552 -2.47294 3.87462
C 3.88244 -1.82419 3.68355
C 2.69883 -2.55629 3.96339
C 1.46446 -2.00343 3.65135
C 1.34998 -0.68856 3.13069
C 0.03197 -0.10384 2.77954
C -0.83153 -0.94447 2.07111
C -2.18400 -0.86361 1.34633
C -3.24408 -1.69124 2.20416
C -4.53641 -1.19005 2.46311
C -5.53058 -1.98552 3.05085
C -5.24047 -3.31783 3.37810
C -3.93532 -3.77705 3.20116
C -2.92659 -2.95068 2.70435
C -2.19354 -1.15088 -0.20677
C -1.99680 -2.63583 -0.54333
C -3.08004 -3.49688 -0.37800
C -2.93238 -4.83766 -0.72247
C -1.73841 -5.37542 -1.19997
C -0.61758 -4.54752 -1.32498
C -0.76526 -3.19687 -0.94104
S -0.94539 -0.25866 -1.31628
O 0.28510 -0.28804 -0.50691
O -1.02196 -0.86142 -2.62242
C -1.21784 1.53161 -1.64502
C -1.19403 2.09011 -2.92644
C -1.41750 3.46338 -3.10408
C -1.61521 4.26564 -1.98328
C -1.56633 3.70023 -0.70471
C -1.33190 2.33943 -0.52859
S -3.81575 -0.70757 -1.16524
O -4.90357 -1.20648 -0.30732
O -3.69250 0.70551 -1.31533
C -4.14472 -1.39495 -2.82380
C -3.77557 -0.70391 -3.98313
C -3.96757 -1.25983 -5.26314
C -4.56548 -2.51303 -5.39195
C -4.96320 -3.18110 -4.23022
C -4.78510 -2.61540 -2.96489
C -0.22811 1.25000 3.25798
C 0.62780 1.93076 4.18460
C 0.50318 3.27489 4.45489
C -0.49692 4.03317 3.80713
O -0.42600 5.38650 3.90352
C -1.35425 6.21114 3.14927
C -1.50529 3.33887 3.09882
C -1.42566 1.96002 2.92236
C 2.53734 0.04172 2.90840
C 3.79230 -0.49846 3.16139
H 7.03017 -2.68364 3.44229
H 6.16550 -1.80404 2.19795
H 6.55948 -1.00922 3.83648
H 2.81232 -3.54602 4.42444
H 0.57040 -2.58776 3.84464
H -0.41082 -1.91800 1.88677
H -2.55334 0.15699 1.20801
H -4.73356 -0.13698 2.22087
H -6.53796 -1.57039 3.22067
H -6.04660 -3.98350 3.71155
H -3.70053 -4.80919 3.41942
H -1.90177 -3.29402 2.65369
H -3.98247 -3.12746 0.08610
H -3.74449 -5.53410 -0.56788
H -1.62798 -6.41951 -1.53188
H 0.31952 -4.95674 -1.73911
H 0.13314 -2.57773 -1.00375
H -0.99605 1.42218 -3.76365
H -1.40482 3.90276 -4.10700
H -1.75776 5.33946 -2.09718
H -1.70478 4.30422 0.17943
H -1.25543 1.86105 0.44467
H -3.39181 0.31255 -3.88209
H -3.70694 -0.68158 -6.16023
H -4.80455 -2.90401 -6.40117
H -5.52904 -4.10462 -4.32076
H -5.19301 -3.07521 -2.05600
H 1.45868 1.43211 4.67135
H 1.24048 3.84818 5.01655
H -1.06778 7.24229 3.38419
H -1.22639 6.05699 2.06216
H -2.38332 6.00174 3.48806
H -2.38215 3.87661 2.70958
H -2.29922 1.52050 2.47944
H 2.50808 1.07898 2.56052
H 4.71422 0.08756 2.99831

=====

5.
148
Properties=species:S:1:pos:R:3 method="wB97M-V/def2-TZVPD" total_charge=-2 s_squared=0.791 spin_multiplicity=2 e_homo_ev="-2.982 / -3.036"
Sn -0.16748 -1.37411 -1.56191
C -3.21112 4.45220 -1.83834
C -2.64072 3.05149 -2.06059
C -3.68842 1.99303 -1.70026
P -1.01886 2.64947 -1.22393
C -1.09833 3.72055 0.29868
N -0.25114 3.21929 1.36833
Ge 0.70584 1.43961 1.18255
N -0.30872 0.00627 3.31947
C -1.09273 -1.20343 3.30937
P -2.28305 -1.43617 1.90290
C -3.73068 -0.44494 2.55794
C -3.34206 1.03198 2.51927
C -4.95662 -0.69700 1.67500
C -2.91022 -3.16990 2.35677
C -2.73124 -4.10866 1.16919
C -2.35289 -3.84058 3.61478
C 0.78220 -0.04186 4.08910
C 1.10170 -1.10273 4.97905
C 2.27742 -1.11448 5.68812
C 3.20182 -0.09422 5.52947
C 2.90277 0.99562 4.72294
C 1.69434 1.07120 4.05285
N 1.33741 2.21516 3.24692
C 0.14290 2.92774 3.68437
C -0.18984 3.08528 5.00898
C -1.26343 3.89810 5.36869
C -1.96313 4.56162 4.37301
C -1.64241 4.39134 3.03340
C -0.60507 3.52618 2.64653
C 2.41650 3.16233 3.01225
C 2.87240 3.99824 4.01234
C 3.94120 4.85393 3.78840
C 4.53752 4.85775 2.53626
C 4.07953 4.03544 1.52426
C 2.99465 3.15316 1.73149
N 2.49300 2.30074 0.80984
C 3.24653 2.04714 -0.41223
P 2.91305 0.27550 -0.90021
C 4.19191 -0.58162 0.15375
C 5.52053 0.13243 0.39726
C 3.52675 -0.97588 1.47686
C 3.56412 0.19159 -2.67206
C 4.63746 -0.87346 -2.89320
C 4.02799 1.52003 -3.27179
C 0.24457 3.52224 -2.29849
C 0.40705 5.03662 -2.19304
C 0.07191 3.09024 -3.75662
H -4.08113 4.58965 -2.48706
H -2.49754 5.24390 -2.06478
H -3.54958 4.58061 -0.80770
H -2.41863 2.91940 -3.12148
H -4.11955 2.18579 -0.71204
H -3.26226 0.99084 -1.70928
H -4.49792 2.01644 -2.43529
H -2.15230 3.71480 0.60642
H -0.83377 4.75265 0.04244
H -1.68334 -1.23087 4.23639
H -0.45262 -2.09074 3.28448
H -3.94159 -0.73685 3.59506
H -3.06151 1.30266 1.49681
H -2.48831 1.23225 3.16624
H -4.17120 1.66899 2.83998
H -4.66823 -0.65841 0.62093
H -5.72734 0.05728 1.85562
H -5.40222 -1.67467 1.86290
H -3.98484 -3.04264 2.50719
H -1.67619 -4.34096 1.01198
H -3.10018 -3.65534 0.25895
H -3.26593 -5.04711 1.34144
H -1.29960 -4.10363 3.50127
H -2.89600 -4.77451 3.78191
H -2.46902 -3.22573 4.50912
H 0.40248 -1.91406 5.12051
H 2.48427 -1.93453 6.36392
H 4.15608 -0.13581 6.03776
H 3.62363 1.79333 4.61825
H 0.39127 2.57840 5.77186
H -1.52256 4.02745 6.41137
H -2.77950 5.22250 4.64074
H -2.19708 4.93624 2.28188
H 2.39634 3.97579 4.98523
H 4.30713 5.48918 4.58422
H 5.37821 5.51509 2.34558
H 4.56288 4.06672 0.55821
H 4.31243 2.20969 -0.24760
H 2.94071 2.71081 -1.22073
H 4.39854 -1.50543 -0.38953
H 5.42052 0.93491 1.13283
H 5.94107 0.55153 -0.51973
H 6.24349 -0.58660 0.79458
H 3.30245 -0.09500 2.08453
H 4.18275 -1.63592 2.05193
H 2.59440 -1.50863 1.27955
H 2.67388 -0.12476 -3.22620
H 5.58128 -0.59347 -2.41952
H 4.81735 -0.98744 -3.96593
H 4.32497 -1.84188 -2.50351
H 4.90666 1.91100 -2.75148
H 3.24713 2.27899 -3.25697
H 4.30346 1.35478 -4.31752
H 1.16744 3.07136 -1.94035
H -0.51848 5.56469 -2.42390
H 1.15760 5.36173 -2.92064
H 0.75652 5.34302 -1.20533
H -0.72272 3.65733 -4.24454
H -0.17257 2.03261 -3.83912
H 0.99507 3.26962 -4.31405
Br 4.06262 -4.54054 -0.06975
C 3.03190 -4.64357 -1.66437
C 3.13926 -5.81586 -2.42050
C 2.36651 -5.98828 -3.53216
Br 2.56750 -7.59949 -4.53936
C 1.43415 -5.00316 -3.93249
C 0.55117 -5.11342 -5.02351
C -0.31822 -4.09778 -5.29034
C -0.30170 -2.94437 -4.48953
N 0.51347 -2.80253 -3.46796
C 1.36747 -3.81125 -3.17450
C 2.19932 -3.57623 -2.01052
O 2.11819 -2.46315 -1.40653
H 3.84561 -6.57506 -2.11634
H 0.55969 -6.01179 -5.62683
H -1.02831 -4.16984 -6.10280
H -0.96334 -2.14540 -4.68623
N -0.00037 -2.52110 0.45389
C 0.30015 -3.34147 1.23394
N 0.71330 -4.20061 2.06350
C 0.16901 -4.87295 3.03072
N -0.23763 -5.51209 3.91279
F -0.91631 0.06152 -3.94615
B -1.67182 0.36094 -5.14151
F -2.13870 1.67801 -5.04845
F -2.74882 -0.53178 -5.24891
F -0.82026 0.22200 -6.24576
Br -5.63111 -6.01513 -4.73900
C -5.43107 -4.26709 -4.01182
C -6.51175 -3.40317 -4.03746
N -6.43744 -2.16351 -3.56165
C -5.28422 -1.76819 -3.02636
C -4.16743 -2.58806 -2.92507
C -4.23415 -3.86744 -3.45276
C -2.91445 -2.10742 -2.23371
O -2.94492 -1.01317 -1.65269
O -1.91608 -2.89963 -2.26185
H -7.46752 -3.71226 -4.44503
H -5.23458 -0.75350 -2.65204
H -3.36029 -4.50371 -3.40641

=====

6.
82
Properties=species:S:1:pos:R:3 method="wB97M-V/def2-TZVPD" smiles=OCCO.OCCO.OCCO.OCCO.CO.CO.CO.CO.CO.CO.CO spin_multiplicity=1 e_homo_ev=-9.707
O 6.52454 16.54057 8.13884
C 7.48603 16.69371 9.25501
C 8.91206 16.25089 9.01024
O 8.83590 14.78960 8.81669
H 6.60848 15.66323 7.76237
H 7.25229 17.64590 9.60087
H 7.12872 16.01388 10.04356
H 9.64192 16.50895 9.82285
H 9.36835 16.69402 8.11376
H 9.65626 14.27871 8.89280
O 9.68498 7.49678 15.05188
C 10.69581 7.70492 15.99347
C 10.95672 9.19879 16.15987
O 11.40788 9.73783 14.93137
H 9.98389 7.04514 14.26383
H 10.41568 7.25151 16.90877
H 11.59917 7.13662 15.82335
H 11.71469 9.38669 16.97230
H 10.03590 9.71476 16.53882
H 10.73772 9.43482 14.25979
O 9.42954 11.32874 14.25485
C 8.30701 12.07859 13.86592
C 7.51717 11.46893 12.72941
O 8.41681 11.25999 11.56612
H 10.25379 11.67140 13.87732
H 7.60373 12.09556 14.74628
H 8.59634 13.14718 13.59999
H 6.70967 12.06660 12.37394
H 7.19556 10.51907 13.07230
H 7.83083 11.56074 10.81722
O 12.87573 10.56865 12.84903
C 12.74968 9.68746 11.73255
C 11.32604 9.64182 11.16485
O 10.28743 9.22214 12.06502
H 12.57068 10.19210 13.66959
H 13.35426 9.95541 10.89304
H 13.14499 8.70003 12.02984
H 11.39626 8.91212 10.35844
H 11.10196 10.60078 10.74255
H 9.81453 9.99174 12.34927
C 7.45041 8.35252 10.22468
O 8.85580 8.44481 9.88293
H 7.31971 7.21857 10.22091
H 7.22475 8.90875 11.18813
H 6.81244 8.59862 9.36162
H 9.29187 8.41434 10.72001
C 11.95621 13.25596 14.52080
O 11.76905 13.10781 13.12970
H 12.93821 13.57368 14.87612
H 11.28808 14.15542 14.73368
H 11.50601 12.43638 15.04765
H 12.37263 12.36420 12.87295
C 11.08476 13.17877 6.90727
O 10.67108 12.66610 8.20050
H 11.10634 14.27112 7.02518
H 12.05616 12.86879 6.54429
H 10.32806 12.86644 6.19978
H 10.15363 11.80830 8.09005
C 10.17710 9.39039 6.56965
O 9.48975 10.14779 7.59438
H 10.20003 9.94604 5.66634
H 11.11074 9.09688 6.98221
H 9.71028 8.40194 6.37185
H 9.47893 9.61095 8.45670
C 13.16473 13.64248 10.42984
O 13.20678 12.38945 9.80604
H 12.22440 13.72290 10.95223
H 13.84112 13.57253 11.29471
H 13.36676 14.44086 9.72203
H 12.39264 12.22548 9.35699
C 16.67443 10.75293 12.10299
O 16.06649 11.40439 13.26673
H 17.69778 10.39390 12.25668
H 16.05366 9.87394 11.83237
H 16.68087 11.48949 11.28785
H 15.21628 11.72500 12.90403
C 7.06246 12.41086 8.44394
O 7.02604 12.63640 9.92457
H 7.59671 11.53830 8.21507
H 6.00012 12.28809 8.09462
H 7.47482 13.32805 8.03784
H 7.41556 13.53442 9.96704

=====

7.
10
Properties=species:S:1:pos:R:3 method="wB97M-V/def2-TZVPD" smiles="O=Cc1ncco1" spin_multiplicity=1 e_homo_ev=-9.730
O -1.49856 1.50488 -1.96853
C -0.89874 0.82363 -1.20806
C -0.96891 0.49755 0.30052
N 0.10336 1.02505 0.85837
C 0.98074 -0.00990 1.02316
C 0.40251 -1.14732 0.53412
O -0.87883 -0.88540 0.24181
H 0.01114 0.18131 -1.44105
H 2.00367 0.15788 1.33121
H 0.74361 -2.14769 0.32845

=====

Across the entries above, E takes the values -31707.659 -61901.727 -142565.844 -78088.812 -390611.316 -47105.478 -9778.477 eV, respectively.